# 1
96
Properties=species:S:1:pos:R:3:forces:R:3:mulliken_spin:R:1 method="wB97M-V/def2-TZVPD" spin_multiplicity=8 total_energy_ev=-129141.38120 orbital_gap_ev="5.1241 / 5.1074" charge=-1
Eu 0.656425 0.394655 -0.972652 0.51 0.47 0.84 6.995
C 5.248442 -0.396224 -0.791799 0.93 -1.25 -0.48 0.000
C 3.903944 0.207624 -0.712196 0.65 -0.44 -0.50 -0.010
N 3.095309 -0.122707 0.237309 -0.79 1.16 -0.41 0.004
N 3.407129 -0.774512 1.332431 2.49 -0.83 -1.53 0.006
C 2.453390 -0.939908 2.249779 -4.58 0.15 -0.94 -0.012
O 1.232347 0.810273 1.267294 -0.78 1.25 0.60 -0.003
C 0.119072 -0.457885 2.751114 0.75 -2.80 0.08 0.011
C 0.578992 -2.100995 4.985974 -0.36 0.35 -0.14 0.001
C 0.353046 -0.871684 5.900585 1.15 -1.91 1.03 0.003
C -0.106781 0.372850 5.797016 -0.39 -1.40 0.85 -0.003
C -0.707717 0.917619 4.658762 -1.13 0.03 -3.03 0.006
C -0.493897 0.650728 3.312493 -1.80 2.39 1.84 -0.004
C 2.845786 1.330503 -3.164895 -1.99 0.93 1.25 -0.004
C 3.538574 0.799535 -4.373972 1.06 -0.45 1.63 0.008
C 2.916838 1.335400 -5.584202 1.70 -0.69 -2.67 0.000
C 1.634219 1.561334 -5.654835 -1.05 -0.66 0.41 -0.001
C 0.868595 1.175141 -4.444084 -0.27 0.53 1.91 -0.001
N 1.559626 1.525880 -3.145509 1.76 -0.23 -1.66 0.010
H 5.854603 -0.245530 -1.709968 -0.56 0.46 0.48 0.000
H 5.131721 -1.507285 -0.738804 0.15 0.67 0.37 0.000
H 5.792140 -0.048567 0.082769 0.55 -0.25 0.15 0.000
H 0.448636 -3.006621 5.628413 0.16 0.71 -0.02 -0.001
H 0.784604 -1.180041 6.864470 -0.09 0.47 -0.08 0.000
H -0.183530 0.957801 6.726107 0.31 -0.19 -0.49 0.000
H -1.527371 1.569576 4.859758 -0.01 1.29 0.07 0.000
H -0.748241 1.458811 2.594859 -0.16 -0.47 0.50 0.001
H 4.610694 1.019511 -4.276009 -0.30 0.13 -0.25 0.001
H 3.491594 1.205509 -6.537724 -0.26 0.73 0.96 0.000
H 1.146908 1.766055 -6.587937 -0.30 0.19 -0.15 0.000
H -0.156352 1.557570 -4.366124 0.32 0.13 -0.13 0.003
C 1.596246 -4.291532 -0.501376 -1.83 0.86 1.12 -0.001
C 1.559206 -2.989772 -1.097083 0.01 -1.57 1.08 -0.005
N 0.634284 -2.239463 -0.549761 -1.86 -0.53 0.40 0.006
N -0.146918 -3.052785 0.354940 4.64 -1.34 -1.72 0.001
C 0.550362 -4.288348 0.436604 0.32 2.25 -1.51 0.003
B -1.146736 -2.545001 1.327870 -1.57 1.15 1.27 -0.012
N -2.058681 -1.449195 0.708444 -1.09 1.61 0.12 -0.001
C -3.434739 -1.162711 0.842977 0.99 -0.74 -0.24 0.000
C -3.727811 -0.025967 0.107478 1.49 -0.85 0.53 -0.005
C -2.440281 0.448866 -0.305905 -1.33 -0.03 -0.23 -0.012
N -1.463726 -0.387859 0.036710 -1.79 -0.40 0.37 0.006
N -0.431784 -1.794309 2.702720 0.38 -1.22 0.73 0.006
C -0.347745 -2.473594 3.811341 -0.18 0.07 0.65 0.005
C 2.076968 -2.092084 4.587274 0.21 0.04 -1.52 -0.018
C 2.662755 -1.884936 3.334844 0.05 0.71 0.12 0.010
N 1.237486 -0.257023 2.041917 2.55 -0.80 -0.63 0.000
N -2.130812 -3.787213 1.696186 -1.41 0.04 -0.06 0.001
C -2.851246 -4.441060 0.699081 -0.40 0.00 1.14 0.001
C -4.062287 -4.880211 1.226128 0.70 0.78 0.98 -0.001
C -4.082389 -4.418554 2.580991 3.80 0.20 -1.41 0.000
N -2.888075 -3.816675 2.854485 -1.10 0.20 -0.62 0.000
H 2.272744 -5.096937 -0.683188 0.24 -0.20 -0.10 0.000
H 2.238838 -2.680795 -1.890911 -0.31 0.48 0.32 -0.003
H 0.326974 -5.003569 1.194825 -0.43 -0.35 0.15 0.000
H -4.134151 -1.754584 1.475729 0.98 0.17 -0.80 0.000
H -4.717900 0.295880 -0.172729 0.16 0.43 0.31 0.000
H -2.300302 1.395438 -0.850967 0.23 -1.01 0.46 -0.005
H -1.001637 -3.386225 3.944245 0.96 1.06 -0.34 0.000
H 2.798513 -2.282087 5.417789 -0.83 -0.71 -0.74 0.000
H 3.607011 -2.375662 3.023089 -0.04 0.50 1.24 0.000
H -2.469134 -4.585336 -0.295917 0.16 0.20 -0.05 0.000
H -4.840336 -5.475858 0.802061 -0.09 -0.12 -0.55 0.000
H -4.727306 -4.645887 3.389549 -0.63 0.02 0.43 0.000
S 3.683425 1.784255 -1.609348 -0.75 -1.07 -0.14 -0.001
C 3.414776 -0.722747 -4.399706 0.13 0.25 -0.30 0.006
C 4.601912 -1.477154 -4.550730 -0.70 2.16 0.30 -0.004
C 4.518415 -2.783232 -4.851535 0.23 -2.70 -0.07 0.001
C 3.286790 -3.455443 -5.105794 0.38 2.04 0.57 -0.001
C 2.121470 -2.692354 -4.994600 -0.07 -0.09 0.53 0.002
C 2.165163 -1.335345 -4.491972 0.66 -1.76 -1.37 -0.005
S 0.598898 -0.622905 -4.210977 -0.57 -0.04 -0.56 0.004
H 5.547451 -0.918977 -4.425210 -0.48 -0.66 -0.10 0.000
H 5.439491 -3.374179 -4.840560 -0.28 0.13 -0.25 0.000
H 3.317646 -4.503737 -5.346486 -0.30 -0.09 -0.22 0.000
H 1.140301 -3.133661 -5.273784 0.73 0.39 0.46 0.000
F -0.940241 4.284052 -3.112195 0.05 0.49 0.20 0.000
P -1.038498 3.800916 -1.595672 -2.01 -0.11 1.40 0.002
F -1.074846 2.161637 -2.174828 0.39 0.85 0.29 0.007
F -2.684802 3.762217 -1.748947 0.93 0.00 0.31 0.000
F 0.522028 3.699359 -1.500550 0.90 0.39 -0.04 0.002
F -1.114207 3.232044 -0.060008 -0.20 -0.61 -0.94 0.001
F -1.154279 5.314059 -0.890791 0.70 -1.06 -1.88 0.000
C -3.543519 7.233203 0.413152 -1.28 0.47 -0.27 0.000
Sb -3.443909 5.188390 1.015431 -0.06 -0.52 1.51 0.000
C -3.960685 5.453782 3.213804 -0.59 -0.54 -1.07 0.000
C -5.394501 4.680451 0.266341 -0.41 -0.09 -0.07 0.000
H -3.889717 7.278827 -0.639316 0.36 -0.12 0.45 0.000
H -2.598539 7.738881 0.501668 0.42 0.12 0.00 0.000
H -4.302289 7.775781 1.003852 0.30 -0.16 -0.11 0.000
H -4.127554 4.435897 3.634700 0.01 0.66 -0.35 0.000
H -4.874210 6.090625 3.379273 1.24 -0.37 0.08 0.000
H -2.988800 5.791278 3.584776 -0.50 0.45 0.37 0.000
H -5.254116 3.784113 -0.362904 -0.20 0.57 0.04 0.000
H -5.743630 5.555540 -0.309489 -0.03 -0.59 0.04 0.000
H -6.135564 4.435058 1.044537 0.35 0.19 -0.19 0.000



# 2
11
Properties=species:S:1:pos:R:3:forces:R:3:nbo_charge:R:1 method="wB97M-V/def2-TZVPD" de_lowest_ev=3.005 total_energy_ev=-25671.70148 orbital_gap_ev=5.1162 charge=-2
C -0.416988 0.544297 -0.626928 -1.34 3.22 0.07 -0.869
C -1.738067 1.124959 -0.579548 -1.49 -2.32 -0.04 0.439
O -2.160540 2.266511 -0.440024 0.69 0.50 -0.17 -0.682
O 2.693275 -0.782780 -0.103698 0.55 -0.04 -0.73 -1.206
O 0.843438 -0.082626 1.476612 1.61 -1.36 0.76 -1.175
P 2.167018 -0.972919 1.281231 -1.16 2.68 0.79 1.331
I 1.146461 -3.475091 1.039441 -0.69 -1.57 -0.12 -0.743
H 0.030411 0.266033 0.453220 0.32 0.37 0.89 0.417
H -0.286930 -0.440261 -0.877524 -0.16 -2.34 -1.48 0.246
H 0.322462 1.235488 -0.980642 0.58 0.19 -0.18 0.215
H -2.600540 0.316389 -0.642142 1.08 0.67 0.19 0.026